No. 1
Molecular formula: C3H7N3
Method: DFT, ωB97M-V/def2-TZVPD

Structure (XYZ):
```
13
C3H7N3 (ωB97M-V/def2-TZVPD)
C 0.5852 0.2221 0.4114
C -0.2548 -0.9808 0.3499
C -0.2871 1.2966 0.1722
H 2.3695 -0.1111 -0.3108
H 0.8141 -0.4543 -1.6915
H 1.5159 0.4784 1.2464
H -0.8512 -1.2350 1.2772
H 0.3384 -1.6431 -0.1176
H -2.3750 -0.8266 -0.2568
H -0.3601 2.3139 0.6486
N 1.3739 0.3262 -0.8068
N -1.4033 -0.4331 -0.5801
N -1.4655 1.0469 -0.3421
```

Summary:
HOMO in eV: -8.80
Gap between HOMO and LUMO in eV: 9.36

Atomic partial charges in e from the Löwdin method, atoms 1 to 4: C -0.530; C -0.156; C -0.231; H 0.144

No. 2
Molecular formula: C34H57F3N2O2PmSi
Method: DFT, ωB97M-V/def2-TZVPD

Structure (XYZ):
```
100
C34H57F3N2O2PmSi (ωB97M-V/def2-TZVPD)
O -1.4844 1.2137 -0.1925
O -1.8621 -2.9273 -2.6141
C -2.8582 1.0632 0.3661
C -3.5894 2.3726 0.5612
H -2.7083 0.5301 1.3131
H -3.3981 0.3964 -0.3178
H -3.0740 3.0287 1.2706
H -4.5801 2.1259 0.9548
H -3.7371 2.9294 -0.3665
C -1.3813 1.9454 -1.4701
C -2.1998 1.2839 -2.5661
H -0.3074 1.9660 -1.7254
H -1.6964 2.9763 -1.2606
H -1.9774 0.2118 -2.6704
H -1.9747 1.7636 -3.5241
H -3.2765 1.4176 -2.3856
C -0.8642 -3.6454 -3.3647
C -3.2068 -3.1597 -3.0650
C -0.1003 -2.7369 -4.3082
H -1.3238 -4.4672 -3.9458
H -0.1688 -4.0751 -2.6291
H -0.7747 -2.2662 -5.0304
H 0.6220 -3.3421 -4.8624
H 0.4392 -1.9482 -3.7696
C -3.4837 -2.7403 -4.5016
H -3.8307 -2.5838 -2.3749
H -3.4714 -4.2300 -2.9586
H -3.1413 -1.7229 -4.7167
H -4.5656 -2.7769 -4.6585
H -3.0124 -3.4251 -5.2130
H -1.2488 -2.5960 -0.4742
N 1.1816 3.2493 1.3845
C 2.3780 3.5592 1.9195
C 3.3874 2.6164 2.1619
C 3.5591 1.3647 1.5660
C 2.7043 4.9914 2.2721
H 1.9426 5.4742 2.9010
H 2.8782 5.6167 1.3800
H 3.6484 4.9812 2.8316
C 4.9294 0.7568 1.5781
H 5.2138 0.3655 0.5924
H 5.0142 -0.0572 2.3108
H 5.6586 1.5245 1.8552
N 2.5531 0.6846 0.9957
C 0.3112 4.2944 0.9169
C -0.7608 4.7214 1.7218
C -0.9424 4.2113 3.1195
C -1.6680 5.6438 1.2189
H -2.5121 5.9417 1.8485
C -1.4950 6.1755 -0.0534
H -2.2206 6.8844 -0.4498
C -0.3836 5.8242 -0.8149
H -0.2185 6.2650 -1.8006
C 0.5345 4.8914 -0.3457
C 1.7575 4.5757 -1.1548
C 2.7700 -0.5706 0.3336
C 2.7981 -1.7697 1.0780
C 2.6061 -1.7367 2.5656
C 2.9918 -2.9686 0.3877
H 3.0177 -3.9059 0.9506
C 3.1248 -2.9656 -1.0027
H 3.2836 -3.9040 -1.5368
C 3.0646 -1.7714 -1.7260
H 3.1612 -1.7682 -2.8166
C 2.9018 -0.5622 -1.0653
C 2.8310 0.7333 -1.8229
Pm 0.3232 1.0517 1.3184
H -1.7432 3.4619 3.1673
H -1.2681 5.0392 3.7653
H -0.0390 3.7815 3.5624
H 2.1110 3.5446 -1.0305
H 2.5967 5.2490 -0.9148
H 1.5293 4.7319 -2.2187
H 2.7080 -2.7540 2.9635
H 1.6121 -1.3811 2.8933
H 3.3609 -1.1213 3.0773
H 3.3728 1.5512 -1.3262
H 1.7929 1.0645 -2.0049
H 3.2887 0.5994 -2.8133
H 4.2362 2.9908 2.7280
C -0.6944 -3.2038 0.2857
Si -1.4817 -4.8172 0.9560
H 0.2613 -3.4824 -0.2022
H -0.4626 -2.5317 1.1250
C -3.3163 -4.5372 1.2209
C -0.6930 -5.3383 2.5952
C -1.2907 -6.3232 -0.1759
H -1.8290 -7.1820 0.2569
H -0.2409 -6.6295 -0.2953
H -1.7183 -6.1361 -1.1713
H -3.4693 -3.8369 2.0552
H -3.8278 -5.4836 1.4519
H -3.7504 -4.1087 0.3046
H -0.5430 -4.4751 3.2584
H 0.2769 -5.8348 2.4463
H -1.3454 -6.0538 3.1195
F 0.5846 1.3011 4.6117
C -0.3094 0.6052 3.7666
F -0.2269 -0.7131 4.2280
F -1.5707 1.0239 4.1953
```

Summary:
HOMO (spin up / spin down) in eV: -11.03 / -11.06
Spin multiplicity: 5
⟨S²⟩: 6.006
Gap between HOMO and LUMO (spin up / spin down) in eV: 8.17 / 8.47
Total charge: +1

Atomic partial charges in e from the Löwdin method, atoms 1 to 4: O -0.402; O -0.218; C -0.196; C -0.041